Formula: C34H63N2OsP2SbSeSi3
Source: OMol25
Level of theory: wB97M-V/def2-TZVPD

Computed properties:
multiplicity: 5
total charge: +2
gap between HOMO and LUMO (alpha / beta): 7.612 / 4.934 eV
energy above the lowest of the compared OMol25 structures with the same formula, charge and spin: 8.7 kcal/mol
HOMO level (alpha / beta): -12.478 / -13.402 eV
expectation value of S²: 6.057
max |F|: 1.14 eV/A

```
107
Properties=species:S:1:pos:R:3:forces:R:3:nbo_charge:R:1
Os 0.48129 0.81558 -0.58351 0.6 0.0 -0.1 0.38
C -3.01130 1.95570 -4.03950 0.1 -0.1 -0.1 -0.62
C -1.60712 2.23868 -3.50347 0.0 0.2 0.4 -0.50
C -1.64790 3.47266 -2.60711 0.0 0.0 -0.1 -0.61
P -0.86554 0.78226 -2.61571 -0.3 -0.4 -0.2 1.06
C -0.17477 -0.25611 -3.97085 0.0 -0.2 0.1 -0.53
C 0.22391 -1.64170 -3.46245 -0.1 0.1 -0.1 -0.61
C -0.97108 -0.38291 -5.27082 0.0 0.1 0.0 -0.61
C -2.27542 -0.06067 -1.79652 0.1 0.1 0.1 -0.41
C -3.22294 -0.82180 -2.46431 -0.1 0.0 0.0 -0.13
C -4.25314 -1.45303 -1.77406 0.1 0.0 0.0 -0.17
C -4.31352 -1.35725 -0.38988 -0.1 -0.1 -0.1 -0.18
C -3.38377 -0.60301 0.29941 0.1 0.2 0.0 -0.24
C -2.38284 0.09573 -0.39114 -0.2 -0.1 -0.2 0.21
N -1.42585 0.89667 0.25086 -0.8 0.2 0.3 -0.47
C -1.70171 1.62314 1.37049 0.1 0.0 0.0 0.14
C -3.00873 1.83472 1.88781 0.0 0.0 0.0 -0.15
C -3.18066 2.39654 3.13005 0.0 0.0 0.1 -0.20
C -2.07647 2.78117 3.89458 0.0 0.0 0.0 -0.12
C -0.80026 2.75225 3.32590 0.0 -0.1 0.1 -0.21
C -0.60383 2.23949 2.06260 0.0 0.0 -0.1 -0.31
P 0.87182 2.56287 1.04218 -0.4 0.3 -0.2 1.04
C 2.32322 2.97541 2.11673 0.1 -0.2 -0.1 -0.52
C 3.61371 2.57141 1.39687 0.0 0.0 0.0 -0.60
C 2.40012 4.42913 2.58352 0.0 0.0 0.1 -0.61
C 0.26742 4.11156 0.19672 0.3 0.1 0.1 -0.51
C -0.23503 5.26468 1.07362 0.0 0.0 0.0 -0.62
C 1.28472 4.59723 -0.83926 0.0 -0.1 0.0 -0.63
H -3.34550 2.82377 -4.60942 0.0 0.0 0.0 0.24
H -3.05265 1.09436 -4.70244 0.0 0.0 0.0 0.22
H -3.71595 1.80009 -3.22172 0.0 0.0 0.0 0.21
H -0.91972 2.42653 -4.33200 0.0 0.0 0.0 0.25
H -2.18117 3.25715 -1.67579 0.0 0.0 0.0 0.20
H -0.64485 3.82843 -2.38520 0.0 0.0 0.0 0.22
H -2.18209 4.27853 -3.11243 0.0 0.0 0.0 0.24
H 0.74165 0.29348 -4.20569 0.0 0.0 0.0 0.26
H -0.65683 -2.27793 -3.36406 0.1 0.1 0.0 0.21
H 0.90960 -2.10096 -4.17461 0.0 0.0 0.0 0.25
H 0.73760 -1.59600 -2.50196 0.0 0.0 0.0 0.20
H -1.90608 -0.92738 -5.13903 0.0 0.0 0.0 0.20
H -1.17875 0.58005 -5.73549 0.0 0.0 0.0 0.22
H -0.36515 -0.95456 -5.97547 0.0 0.0 0.0 0.25
H -3.16387 -0.92598 -3.53783 0.0 0.0 0.0 0.22
H -4.98396 -2.03927 -2.31616 0.0 0.0 0.0 0.24
H -5.08743 -1.88037 0.15784 0.0 0.0 0.0 0.24
H -3.41404 -0.56882 1.37969 0.0 0.0 0.0 0.24
H -3.87516 1.56668 1.30198 0.0 0.0 0.0 0.23
H -4.18109 2.53234 3.51920 0.0 0.0 0.0 0.25
H -2.21364 3.16163 4.89829 0.0 0.0 0.0 0.25
H 0.04157 3.15399 3.87775 -0.1 0.0 0.0 0.24
H 2.21454 2.34016 2.99495 0.0 -0.1 0.0 0.25
H 3.73682 3.12052 0.46116 0.0 0.0 0.0 0.22
H 4.47142 2.79775 2.03114 0.0 0.0 0.0 0.24
H 3.63173 1.50401 1.17356 0.0 0.0 0.0 0.22
H 2.59013 5.11115 1.75671 0.0 0.0 0.0 0.22
H 1.50674 4.75747 3.11204 0.0 0.0 0.0 0.22
H 3.24119 4.51399 3.27333 0.0 0.0 0.0 0.24
H -0.60030 3.71232 -0.32634 0.0 -0.1 -0.1 0.24
H 0.56388 5.95473 1.33327 0.0 0.0 0.0 0.23
H -0.98024 5.82707 0.50756 0.0 0.0 0.0 0.24
H -0.71760 4.92479 1.98884 0.0 0.1 0.0 0.21
H 2.17496 5.00985 -0.36306 0.0 0.0 0.0 0.22
H 1.59976 3.79652 -1.50913 0.0 0.0 0.0 0.22
H 0.84134 5.39057 -1.44395 0.0 0.0 0.0 0.24
C 4.34249 -1.58689 0.65486 0.3 -0.1 -0.1 -1.16
Si 3.23612 -2.93892 0.02602 -1.0 0.5 0.2 1.56
C 3.42441 -4.49026 1.02346 0.1 -0.1 0.0 -1.16
C 3.20758 -3.26307 -1.79696 0.3 0.0 -0.1 -1.17
Sb 0.76583 -1.77672 0.45095 0.5 -0.8 0.2 -0.32
Si -0.87789 -3.83849 0.05535 0.1 0.2 0.2 1.47
C -1.64833 -3.96443 -1.63124 0.0 0.1 -0.1 -1.15
C -2.19610 -3.71395 1.37932 -0.1 0.0 0.0 -1.15
C 0.17382 -5.34095 0.36054 0.0 -0.1 -0.1 -1.15
Si 0.67852 -1.71013 3.08387 0.0 0.1 -0.4 1.45
C 1.79328 -0.29211 3.54446 0.1 -0.1 0.1 -1.14
C 1.29205 -3.33377 3.75759 -0.1 0.0 0.1 -1.14
C -1.04931 -1.29468 3.66326 -0.1 0.0 0.1 -1.14
H 5.39122 -1.87520 0.52142 0.0 0.0 0.0 0.27
H 4.18230 -1.40940 1.71989 0.0 -0.1 0.0 0.24
H 4.19131 -0.65424 0.11154 0.0 0.0 0.0 0.25
H 4.48376 -4.77071 0.98800 0.0 0.0 0.0 0.27
H 2.85852 -5.32036 0.60959 0.0 0.0 0.0 0.26
H 3.15247 -4.37036 2.07091 0.0 0.0 0.0 0.25
H 4.02849 -3.94201 -2.05164 0.0 0.0 0.0 0.27
H 3.34454 -2.35558 -2.38445 0.0 -0.1 0.0 0.27
H 2.27473 -3.73781 -2.10772 0.0 0.0 0.0 0.25
H -2.14680 -3.04576 -1.93988 0.1 -0.1 0.0 0.24
H -2.40896 -4.75079 -1.57668 0.0 0.0 0.0 0.26
H -0.92830 -4.25779 -2.39652 0.0 0.0 0.0 0.25
H -2.43415 -2.68641 1.64886 0.0 -0.1 0.0 0.23
H -1.88722 -4.24586 2.28315 0.0 0.0 0.0 0.25
H -3.11587 -4.18360 1.01734 0.0 0.0 0.0 0.26
H 0.88102 -5.51550 -0.45263 0.0 0.0 0.0 0.25
H -0.49217 -6.21017 0.40916 0.0 0.0 0.0 0.27
H 0.72267 -5.29376 1.29969 0.0 0.0 0.0 0.24
H 2.76735 -0.33901 3.05422 0.0 0.0 0.0 0.24
H 1.95623 -0.26039 4.62633 0.0 0.0 0.0 0.26
H 1.29736 0.63130 3.25342 0.0 0.0 0.0 0.22
H 2.38165 -3.34701 3.81528 0.0 0.0 0.0 0.25
H 0.96105 -4.19242 3.17275 0.0 0.0 0.1 0.25
H 0.91118 -3.46091 4.77621 0.0 0.0 0.0 0.27
H -1.49069 -0.48407 3.07605 0.0 0.0 0.0 0.23
H -0.99873 -0.95694 4.70395 0.0 0.0 0.0 0.26
H -1.71739 -2.15507 3.63280 0.0 0.0 0.0 0.25
Se 2.68413 1.05549 -1.48585 0.4 0.3 0.0 0.17
C 2.92178 0.09055 -3.03360 -0.1 -0.2 -0.3 -0.01
N 3.12490 -0.51893 -3.99134 0.0 0.1 0.1 -0.32
```
Forces are in eV/Å.